Here is 3 unconnected molecules or ions with the total composition C2H9NO4 at a distorted geometry from the Open Molecules 2025 dataset. Energies are from the ωB97M-V functional and the def2-TZVPD basis.

ORCA input file:
```
! wB97M-V def2-TZVPD RIJCOSX def2/J DEFGRID3
* xyz 0 1
O -1.76972 -0.05577 -0.08067
C -1.05583 -1.03636 0.08393
N -0.05920 -1.01232 1.01820
C 0.37228 0.04034 1.88228
O 1.65286 0.57087 1.48112
H -1.28855 -2.04564 -0.27026
H 0.51927 -1.84206 1.00552
H -0.27276 0.90948 1.84669
H 0.53398 -0.38678 2.86531
H 1.63316 0.69211 0.50735
O -0.12656 -0.85710 -2.54465
H -1.02645 -0.50111 -2.66072
H 0.51783 -0.24979 -2.83690
O 0.40385 1.80347 -1.01330
H -0.30399 1.29518 -0.61922
H 0.26982 2.67547 -0.66470
*
```

**LUMO energy**: 0.7 eV
**HOMO energy**: -10.14 eV
**F_max**: 0.0506 hartree/bohr
**SMILES**: O=CNCO.O.O
**Energy relative to the best compared isomer or geometry (same formula, charge and spin)**: 17.23 kcal per mole

***

Here is 2 unconnected molecules or ions with the total composition C4H7NS at a distorted geometry from the Open Molecules 2025 dataset. Energies are from the ωB97M-V functional and the def2-TZVPD basis.

ORCA input file:
```
! wB97M-V def2-TZVPD RIJCOSX def2/J DEFGRID3
* xyz 0 1
C -1.99322 1.29098 1.65440
N -1.20444 0.34730 0.95187
C -0.84029 0.73339 -0.11320
S -0.62345 1.29911 -1.60074
H -2.80539 1.82548 0.91142
H -2.59344 0.84783 2.40562
H -1.34303 1.98082 2.25770
C 1.25933 -1.19425 -0.78221
C 2.45603 -1.56948 -1.29196
H 0.40223 -1.72015 -1.03318
H 1.29960 -0.18856 -0.21554
H 3.57068 -1.32273 -1.00064
H 2.41538 -2.32975 -2.14353
*
```

**LUMO energy**: 0.4 eV
**HOMO energy**: -9.40 eV
**F_max**: 0.1042 hartree/bohr
**SMILES**: CN=C=S.C=C
**Energy relative to the best compared isomer or geometry (same formula, charge and spin)**: 71.90 kcal per mole

***

Here is a molecular structure, C32H47Cl3N8O8RhS2 from the Open Molecules 2025 dataset. Energies are from the ωB97M-V functional and the def2-TZVPD basis.

ORCA input file:
```
! wB97M-V def2-TZVPD RIJCOSX def2/J DEFGRID3
* xyz 1 5
Rh 0.59588 0.04448 0.16402
C 1.46305 3.91276 7.27239
C 0.96114 2.96956 6.21664
C 1.12610 3.26206 4.86178
C 0.71043 2.37486 3.88635
C 0.10826 1.18077 4.26661
C -0.06660 0.86603 5.60478
C 0.35773 1.76710 6.56973
S -0.37729 0.02183 3.03411
O -1.26163 0.69270 2.07285
O -0.91400 -1.13355 3.69922
N 0.94200 -0.30255 2.17300
C 1.92786 -1.08369 2.75429
C 3.76861 0.45011 3.34262
O 3.50327 0.56973 4.46808
O 4.23703 0.51225 2.27507
H 1.55146 4.92855 6.88983
H 2.45085 3.60032 7.61658
H 0.80264 3.92466 8.13855
H 1.60691 4.18918 4.57236
H 0.87598 2.59206 2.83837
H -0.52400 -0.07464 5.87821
H 0.22608 1.52482 7.61689
H 2.51965 -1.68726 2.07880
H 1.73759 -1.48119 3.74373
C -2.11601 3.62442 2.18504
N -2.51696 3.46923 0.75362
C -3.86100 2.82960 0.66197
C -1.53822 2.69160 -0.10963
C -0.09496 3.05666 0.09422
C 0.30540 4.39362 0.06962
C 1.63038 4.74252 0.26059
C 2.57498 3.74233 0.45780
C 2.19024 2.40862 0.45479
C 0.85248 2.05055 0.27167
H -2.88251 4.21447 2.68209
H -1.15716 4.12789 2.23284
H -2.03632 2.63136 2.61738
H -2.59006 4.40583 0.35740
H -3.79008 1.85279 1.13538
H -4.13533 2.72403 -0.38486
H -4.58757 3.44846 1.18172
H -1.86827 2.87235 -1.13494
H -1.69901 1.64655 0.14138
H -0.42326 5.18198 -0.10318
H 1.92571 5.78280 0.25058
H 3.61480 3.99865 0.61537
H 2.94081 1.64531 0.62425
Cl 4.04613 -3.75273 -2.30044
C 4.07252 -2.89592 -0.84997
Cl 5.12156 -3.33224 0.38435
Cl 1.45479 -4.05260 0.22810
C 3.17745 -1.84495 -0.64987
N 2.49599 -0.92875 -0.48588
C 0.74023 -5.20671 -3.93498
C 1.24404 -4.10948 -4.86876
S 0.50000 -2.57383 -4.39226
O 0.88032 -2.30408 -3.02156
O -0.89878 -2.58554 -4.73801
C 1.29406 -1.31942 -5.39670
C 0.51908 0.00785 -5.36467
N -0.02302 0.32929 -4.03667
C 0.73665 0.48896 -2.92786
N -0.00181 0.37334 -1.83257
C -1.28814 0.14852 -2.23449
C -1.31500 0.11645 -3.58458
N -2.48757 -0.02468 -4.39520
O -2.40664 0.20765 -5.58500
O -3.50145 -0.33410 -3.80390
C 2.19553 0.74874 -2.97182
H 1.20279 -6.15144 -4.21564
H -0.33988 -5.31828 -4.01933
H 1.00141 -4.98764 -2.89836
H 0.97509 -4.28253 -5.91124
H 2.32310 -3.96952 -4.78705
H 1.33250 -1.68651 -6.42279
H 2.31047 -1.21828 -5.02028
H -0.32275 -0.02249 -6.04562
H 1.17950 0.81570 -5.67606
H -2.10886 0.01554 -1.55660
H 2.45496 1.35954 -3.83606
H 2.74439 -0.19118 -3.01361
H 2.49590 1.27433 -2.06866
C -2.96786 -3.57920 -1.77590
C -2.45374 -3.02559 -0.45294
C -2.15684 -4.16579 0.52291
C -3.47412 -2.05743 0.14328
N -1.23957 -2.25266 -0.81051
N -0.46450 -1.80060 0.26443
H -3.88999 -4.13689 -1.61410
H -2.23601 -4.26016 -2.21560
H -3.16442 -2.77606 -2.48785
H -3.06837 -4.73668 0.70434
H -1.80097 -3.80231 1.48974
H -1.39166 -4.83047 0.12304
H -4.38316 -2.59530 0.41238
H -3.74245 -1.28733 -0.58431
H -3.10513 -1.57584 1.05316
H -0.61374 -2.78120 -1.41585
H 0.32408 -2.52435 0.42563
H -1.04329 -1.76774 1.10223
*
```

**LUMO energy (spin up / spin down)**: -2.7 / -4.6 eV
**HOMO energy (spin up / spin down)**: -8.92 / -10.53 eV
**F_max**: 0.0160 hartree/bohr
**Energy relative to the best compared isomer or geometry (same formula, charge and spin)**: 0.00 kcal per mole